Below is an isolated molecule of C18H23N3O3S in a non-equilibrium geometry, with properties calculated with wB97M-V/def2-TZVPD.

Last column: Mulliken charge in e.
CARTESIAN COORDINATES (ANGSTROEM)
C (-3.0788, 3.9928, -1.8959)  -1.26
C (-2.3675, 2.6553, -2.1086)  -1.21
C (-1.7970, 2.1469, -0.8153)  0.57
C (-0.4900, 2.4282, -0.4508)  -0.24
C (0.0417, 1.9828, 0.7481)  -0.47
C (-0.7396, 1.2225, 1.6103)  0.51
O (-0.3211, 0.6768, 2.7848)  -0.44
C (1.0464, 0.7391, 3.1416)  -0.47
C (1.3328, -0.4085, 4.1046)  -0.95
C (1.2803, -1.7682, 3.3931)  -0.43
C (-0.1380, -2.1188, 3.0316)  0.35
O (-0.9621, -2.4907, 3.8293)  -0.65
N (-0.5148, -2.0554, 1.6949)  0.06
C (0.1008, -1.5174, 0.6104)  0.26
N (1.3129, -1.0794, 0.5300)  -0.28
N (1.6167, -0.5680, -0.6553)  -0.43
C (0.6685, -0.5978, -1.5154)  -0.01
C (0.7554, -0.1057, -2.9280)  0.51
C (1.9562, 0.8202, -3.1309)  -0.77
C (3.0794, -0.1867, -3.3715)  -0.67
C (2.3527, -1.3598, -4.0433)  -0.56
O (0.9585, -1.1888, -3.8152)  -0.51
S (-0.7973, -1.3384, -0.9006)  -0.21
C (-2.0678, 0.9625, 1.2654)  -0.48
C (-2.5839, 1.4205, 0.0727)  -0.64
H (-3.8870, 3.8805, -1.1770)  0.34
H (-2.3810, 4.7336, -1.5122)  0.33
H (-3.4939, 4.3576, -2.8327)  0.40
H (-1.5665, 2.7870, -2.8397)  0.32
H (-3.0792, 1.9295, -2.5081)  0.45
H (0.1351, 3.0069, -1.1163)  0.46
H (1.0628, 2.2295, 0.9923)  0.38
H (1.2559, 1.7043, 3.6236)  0.41
H (1.6829, 0.6312, 2.2569)  0.32
H (2.3257, -0.2656, 4.5316)  0.44
H (0.5963, -0.3932, 4.9094)  0.36
H (1.6251, -2.5350, 4.0894)  0.40
H (1.9134, -1.7541, 2.5088)  0.31
H (-1.4883, -2.3046, 1.5555)  0.25
H (-0.2028, 0.3545, -3.1935)  0.27
H (2.1342, 1.4515, -2.2657)  0.35
H (1.7896, 1.4378, -4.0136)  0.42
H (3.8727, 0.2123, -3.9990)  0.42
H (3.4987, -0.4980, -2.4164)  0.27
H (2.6717, -2.3251, -3.6361)  0.27
H (2.5020, -1.3715, -5.1282)  0.34
H (-2.6700, 0.3884, 1.9528)  0.52
H (-3.6100, 1.1988, -0.1825)  0.40

Forces on the atoms, in the same order (eV/Å):
C 0.0460 -0.1365 -0.1914
C -0.0860 0.2036 0.1442
C 0.0408 -0.0477 -0.1654
C -0.2103 -0.0605 -0.0291
C 0.1534 -0.0829 0.3430
C -0.2120 0.1141 -0.1453
O -0.2014 -0.0670 -0.0899
C 0.5540 0.1732 0.2842
C -0.2151 0.1554 -0.3828
C 0.1011 0.0745 0.2628
C 0.2482 -0.1078 -0.0654
O -0.1081 -0.0399 0.2491
N -0.7920 -0.4352 0.0451
C -0.2492 0.2015 -1.3514
N -0.1061 -0.5755 1.3969
N 0.6072 0.6644 -1.1569
C -0.7519 -0.3664 0.0486
C -0.0244 0.3538 -0.0396
C -0.1289 -0.1280 -0.0136
C -0.0303 -0.1057 -0.0110
C 0.4180 -0.1608 -0.1840
O -0.3157 -0.0319 -0.0691
S 0.9140 0.0446 0.4850
C 0.1080 0.0517 0.2074
C 0.1187 0.1031 0.0680
H -0.0829 0.0363 0.0744
H 0.0301 0.0952 0.0507
H -0.0803 0.1089 -0.0609
H -0.0241 -0.0785 -0.0482
H 0.0602 -0.0296 -0.0770
H 0.0790 0.0702 -0.0903
H 0.1003 -0.0368 0.0378
H -0.0299 -0.0783 -0.0952
H -0.0963 0.0632 0.0935
H -0.0076 0.0202 0.0288
H 0.0747 0.0260 0.0979
H -0.1026 -0.0435 -0.0734
H 0.0186 -0.0613 0.1676
H 0.2018 0.0215 0.1826
H 0.1390 0.0117 -0.0039
H 0.0201 0.0812 0.0073
H -0.0473 0.0253 0.0097
H 0.0451 0.0073 -0.0112
H 0.0354 0.0384 -0.0477
H -0.0166 0.0869 -0.0569
H 0.0262 -0.0348 0.1077
H -0.0835 -0.0821 0.1029
H -0.1373 -0.0420 -0.0356

HOMO = -8.39 eV
Structure (SMILES) = CCc1ccc(OCCCC(=O)Nc2nnc([C@H]3CCCO3)s2)cc1
Energy relative to the best compared isomer or geometry (same formula, charge and spin) = 2.379 eV
LUMO level = 0.58 eV
Spin multiplicity = 1
Calculated total energy = -1487.8729 Eh
HOMO-LUMO gap = 8.97 eV
Molecular weight = 361.5 Da

Below is a cluster of 2 separate species, C3H3NS2 in total in a non-equilibrium geometry, with properties calculated with wB97M-V/def2-TZVPD.

Last column: Mulliken charge in e.
CARTESIAN COORDINATES (ANGSTROEM)
C (1.0491, -0.8502, 0.6776)  -0.90
C (1.1065, 0.0666, -0.2266)  0.46
C (-2.1359, 0.1966, 0.0677)  0.54
N (0.9828, 1.0383, -0.9120)  -0.35
S (-2.1997, 1.6752, 0.3395)  -0.28
S (-2.3701, -1.2192, -0.4877)  -0.28
H (1.3251, -0.6053, 1.6933)  0.25
H (0.6209, -1.8008, 0.3744)  0.30
H (1.6214, 1.4989, -1.5262)  0.25

Forces on the atoms, in the same order (eV/Å):
C -0.2370 -1.2902 0.4112
C 0.3863 0.6591 0.1962
C -0.8184 -1.2402 -1.0537
N -0.9112 1.1740 -0.6841
S 0.3994 2.4234 1.0036
S 0.2760 -1.2000 0.0416
H 0.0116 -0.2094 -0.0513
H 0.2667 -0.0043 0.3823
H 0.6265 -0.3125 -0.2458

HOMO = -8.75 eV
Energy relative to the best compared isomer or geometry (same formula, charge and spin) = 1.090 eV
LUMO level = 0.06 eV
Spin multiplicity = 1
Calculated total energy = -967.1759 Eh
HOMO-LUMO gap = 8.81 eV
Molecular weight = 117.2 Da

Below is a cluster of 2 separate species, C12H8Si in total in a non-equilibrium geometry, with properties calculated with wB97M-V/def2-TZVPD.

Last column: Mulliken charge in e.
CARTESIAN COORDINATES (ANGSTROEM)
C (2.7785, 2.4143, -2.2153)  0.35
C (2.1201, -3.7996, -0.3555)  -0.12
C (2.2935, 0.7107, 2.5020)  0.53
C (2.2268, 1.8217, -1.3414)  -0.79
C (1.7994, -2.6570, -0.4856)  -0.81
C (1.9769, 0.6614, 1.3365)  -0.85
C (-3.1951, -0.1590, 0.2354)  -0.49
C (-2.2032, -0.9806, 0.6516)  -0.57
C (-2.8615, 1.0058, -0.4629)  -0.46
C (-0.8837, -0.7860, 0.3884)  -0.52
C (-1.5378, 1.2696, -0.7212)  -0.38
C (-0.5216, 0.3322, -0.3265)  0.65
Si (1.3884, 0.5341, -0.3454)  0.40
H (3.3184, 3.1983, -2.7755)  0.37
H (2.4843, -4.7696, -0.1752)  0.42
H (2.5227, 0.8775, 3.5200)  0.42
H (-4.2056, -0.2847, 0.5260)  0.40
H (-2.3679, -1.7798, 1.2234)  0.48
H (-3.5496, 1.5579, -1.0438)  0.36
H (-0.2108, -1.3377, 1.0883)  0.21
H (-1.3724, 2.1705, -1.2234)  0.40

Forces on the atoms, in the same order (eV/Å):
C 1.5554 2.6167 -1.3112
C 0.5326 -1.3005 0.2952
C -0.3307 0.2944 -0.8320
C -1.2518 -2.4082 0.9409
C -0.6010 4.1191 -0.3180
C 0.4417 -0.3780 0.6593
C -0.2063 1.5519 -0.6011
C 0.0403 1.1957 -0.9135
C 0.8335 -1.4479 -0.2459
C 0.9631 0.5083 1.4430
C 1.0002 -2.0049 0.5064
C 1.1490 1.5207 -0.4618
Si -1.3639 -0.7858 0.1008
H -0.6410 -1.2107 0.3153
H 0.0208 -0.5628 -0.0169
H 0.1689 -0.1360 0.3510
H -0.8623 -0.5405 0.0621
H -1.2643 -3.0482 2.2793
H -1.0694 0.8655 0.2515
H -0.0267 0.0673 -1.6026
H 0.9119 1.0839 -0.9019

HOMO (spin up / spin down) = -8.62 / -8.62 eV
Energy relative to the best compared isomer or geometry (same formula, charge and spin) = 4.395 eV
LUMO level (spin up / spin down) = -1.97 / -1.97 eV
Spin multiplicity = 1
Calculated total energy = -751.2078 Eh
HOMO-LUMO gap (spin up / spin down) = 6.65 / 6.66 eV
Molecular weight = 180.3 Da

Below is an isolated molecule of C15H17BrN2OS in a non-equilibrium geometry, with properties calculated with wB97M-V/def2-TZVPD.

Last column: Mulliken charge in e.
CARTESIAN COORDINATES (ANGSTROEM)
C (-0.2775, -2.6905, -1.4989)  -0.78
N (-0.7845, -1.5690, -0.7597)  0.78
N (-2.0676, -1.4964, -0.4870)  -1.04
C (-2.2736, -0.3746, 0.2036)  -0.79
C (-3.6523, -0.0077, 0.6721)  2.25
C (-4.1333, -1.0875, 1.6492)  -1.66
C (-4.5851, 0.0335, -0.5438)  -1.67
C (-3.6432, 1.3540, 1.3669)  -1.97
C (-1.0640, 0.2971, 0.3785)  0.05
C (-0.1085, -0.4976, -0.2560)  -0.49
C (1.3105, -0.2898, -0.3927)  1.14
O (2.1151, -1.0015, -0.9416)  -0.69
S (1.8202, 1.2559, 0.3771)  -0.32
C (3.5604, 1.2227, 0.0105)  0.63
C (4.1242, 2.2840, -0.6815)  -0.58
C (5.4770, 2.2650, -0.9709)  -0.50
C (6.2627, 1.1936, -0.5814)  -0.44
C (5.6777, 0.1476, 0.1122)  -0.04
Br (6.7530, -1.3202, 0.6681)  -0.19
C (4.3305, 0.1487, 0.4261)  -0.38
H (0.7819, -2.5483, -1.6958)  0.30
H (-0.4254, -3.6065, -0.9242)  0.30
H (-0.8235, -2.7801, -2.4387)  0.30
H (-5.1440, -0.8678, 1.9848)  0.41
H (-4.1260, -2.0582, 1.1609)  0.42
H (-3.4807, -1.1315, 2.5187)  0.37
H (-4.5723, -0.9267, -1.0518)  0.41
H (-4.2620, 0.8006, -1.2444)  0.37
H (-5.6024, 0.2558, -0.2306)  0.41
H (-3.2906, 2.1294, 0.6906)  0.42
H (-4.6505, 1.6107, 1.6869)  0.41
H (-3.0003, 1.3362, 2.2438)  0.39
H (-0.8815, 1.2219, 0.8843)  0.53
H (3.5035, 3.1114, -0.9881)  0.42
H (5.9232, 3.0863, -1.5104)  0.37
H (7.3167, 1.1698, -0.8112)  0.42
H (3.8921, -0.6701, 0.9743)  0.48

Forces on the atoms, in the same order (eV/Å):
C 0.1746 -0.6090 -0.3809
N 0.3188 0.6932 0.3381
N -0.5837 -0.2798 -0.0615
C 0.3252 0.0380 -0.0454
C -0.2143 -0.0543 0.0132
C 0.0470 0.1306 -0.1164
C 0.1088 -0.0120 0.1468
C 0.0622 -0.2435 -0.1402
C 0.3900 -0.3128 -0.2514
C -1.0792 -0.1723 0.1200
C 1.0535 0.5026 -0.0331
O -0.3054 -0.2391 -0.0675
S 0.2157 0.1466 0.0976
C -0.4086 -0.0131 0.0295
C -0.0766 -0.0591 0.0397
C 0.0598 0.0245 0.0108
C 0.0267 -0.0491 0.0044
C 0.0570 -0.1379 0.1176
Br -0.0941 0.1272 -0.0599
C 0.2734 -0.0228 0.0178
H -0.1517 0.0067 0.0422
H 0.0103 0.0714 -0.0130
H 0.0188 0.0372 0.0670
H -0.1409 0.0159 0.0560
H -0.0222 -0.1205 -0.0038
H 0.0553 -0.0363 0.1095
H -0.0461 -0.0713 -0.0883
H 0.0104 0.0750 -0.1072
H -0.1418 0.0298 0.0323
H 0.0336 0.1370 -0.0525
H -0.0917 0.0337 0.0396
H 0.0715 0.0470 0.1304
H -0.0079 0.2094 0.1187
H -0.0533 0.0666 -0.0703
H 0.0472 0.0736 -0.0441
H 0.0657 -0.0107 -0.0090
H -0.0082 -0.0226 0.0134

HOMO = -9.05 eV
Structure (SMILES) = Cn1nc(C(C)(C)C)cc1C(=O)Sc1cccc(Br)c1
Energy relative to the best compared isomer or geometry (same formula, charge and spin) = 0.341 eV
LUMO level = 0.12 eV
Spin multiplicity = 1
Calculated total energy = -3738.7473 Eh
HOMO-LUMO gap = 9.17 eV
Molecular weight = 353.3 Da

Below is a structure of composition C9H24ClN3O5V in a non-equilibrium geometry, with properties calculated with wB97M-V/def2-TZVPD.

Last column: Mulliken charge in e.
CARTESIAN COORDINATES (ANGSTROEM)
O (13.6817, -20.0061, 6.0528)  -0.73
V (14.7024, -20.9443, 6.8813)  0.74
C (12.8113, -22.4417, 10.5482)  -0.77
C (12.3953, -21.6812, 9.2129)  -0.53
O (13.2387, -22.0576, 8.1886)  -0.59
H (13.8812, -22.3076, 10.7074)  -0.08
H (12.5556, -23.4946, 10.6674)  0.31
H (12.3279, -22.0566, 11.4461)  0.41
H (12.5531, -20.6150, 9.3748)  0.21
H (11.3498, -21.8206, 8.9379)  0.25
Cl (16.0477, -19.2787, 7.9399)  -0.72
C (16.4597, -19.6542, 4.1033)  0.33
O (15.9553, -20.5706, 4.7888)  -0.25
N (16.5757, -18.4220, 4.4855)  -0.38
N (16.7507, -19.9163, 2.8663)  -0.49
H (16.3247, -18.1176, 5.4153)  0.22
H (16.4104, -17.7683, 3.7335)  0.16
H (17.2825, -19.2147, 2.3713)  0.17
H (16.6963, -20.9064, 2.6743)  0.24
C (12.7253, -22.5342, 4.7983)  -1.03
O (14.0975, -22.3497, 5.1929)  0.32
C (14.7768, -23.5804, 5.2081)  -0.79
C (16.2282, -23.4370, 5.7123)  -1.03
N (16.2514, -22.6878, 6.9905)  0.55
C (17.5643, -22.5614, 7.5603)  -0.94
C (17.4748, -22.5879, 9.0843)  -0.54
O (16.6103, -23.6138, 9.5967)  -0.40
C (16.6832, -23.5727, 11.0258)  -0.81
H (12.0421, -23.0067, 5.5040)  0.26
H (12.6446, -23.0612, 3.8476)  0.37
H (12.3270, -21.5324, 4.6373)  0.27
H (14.8612, -24.0735, 4.2397)  0.49
H (14.1954, -24.3399, 5.7309)  0.46
H (16.8720, -23.0182, 4.9389)  0.32
H (16.4649, -24.4796, 5.9246)  0.59
H (15.8430, -23.2760, 7.7028)  0.16
H (18.1546, -21.7158, 7.2072)  0.19
H (18.1502, -23.4389, 7.2866)  0.43
H (16.9761, -21.7010, 9.4752)  0.36
H (18.4692, -22.6287, 9.5288)  0.42
H (16.1112, -22.7126, 11.3738)  0.31
H (17.7081, -23.6807, 11.3807)  0.28
H (16.0638, -24.4159, 11.3318)  0.28

Forces on the atoms, in the same order (eV/Å):
O -0.8441 0.9214 -0.5372
V -1.5652 0.2555 1.0238
C -0.7450 0.6992 0.0226
C 2.0529 -0.6936 0.1883
O 0.9845 -0.3463 -0.8134
H 0.0637 -0.0768 -0.2451
H 0.1581 -0.3380 -0.9040
H -0.2179 0.6976 0.1672
H -0.3272 0.4503 0.5627
H -0.5037 -0.2711 0.2208
Cl 0.6117 0.1297 0.3900
C -3.2666 -3.8048 3.7767
O 1.8676 0.4822 -0.3782
N 0.6878 3.9051 0.4778
N 1.0977 -0.3330 -3.4123
H -0.3207 -0.5404 0.1715
H 0.1743 0.3050 0.4320
H 0.1138 -0.7995 -0.4212
H 0.2571 0.4203 -0.5845
C -0.0577 1.1909 -0.3396
O -0.9806 -1.8263 -0.6377
C 0.5046 -0.1039 -0.0989
C -1.6392 -0.3360 0.8193
N -0.2042 -0.0018 -0.6440
C 1.0238 -0.6525 0.6091
C -1.0182 1.1118 0.3840
O 1.4561 -0.4420 -0.0895
C -1.5545 -0.7953 -1.1042
H 0.6259 -0.2472 0.5922
H 0.3674 -0.2545 -0.1849
H 0.2316 0.0818 0.1672
H -0.0476 0.4211 -0.8439
H 0.0525 0.1219 0.9505
H -0.0313 0.2342 0.3632
H 0.7769 -0.2284 -0.1747
H -1.2022 -0.2806 -0.1324
H -0.3885 0.3730 0.1432
H 0.2860 -0.4312 -0.1615
H 0.4056 0.7499 -0.4194
H 0.2205 -0.2701 -0.0071
H 0.6169 0.4727 0.2651
H -0.0243 0.2784 0.1634
H 0.3016 -0.2286 0.2433

HOMO (spin up / spin down) = -1.56 / -3.56 eV
Total charge = -1
LUMO level (spin up / spin down) = 2.82 / 2.81 eV
Spin multiplicity = 3
Calculated total energy = -2302.0227 Eh
HOMO-LUMO gap (spin up / spin down) = 4.38 / 6.37 eV
Molecular weight = 340.7 Da
<S²> = 2.02

Below is an isolated molecule of C4H8N2O2S in a non-equilibrium geometry, with properties calculated with wB97M-V/def2-TZVPD.

Last column: Mulliken charge in e.
CARTESIAN COORDINATES (ANGSTROEM)
C (-0.7727, 0.8455, -1.7322)  0.14
C (0.0380, 1.5977, -0.7099)  -0.75
C (-1.5826, -0.8913, -0.4616)  -0.50
C (0.6092, -0.9949, 0.8532)  -0.45
N (-1.4402, -0.2462, -1.6272)  -0.43
N (0.3786, -0.9775, 2.2319)  -0.39
O (2.0375, 1.1106, 0.9972)  -0.66
O (2.0593, -0.2029, -1.0775)  -0.65
S (1.3429, 0.3703, 0.0078)  1.12
H (-0.6148, 1.3165, -2.7779)  0.25
H (0.6871, 2.3157, -1.1927)  0.40
H (-0.3037, 2.0416, 0.2436)  0.35
H (-1.7377, -1.9671, -0.7330)  0.30
H (-2.1481, -0.6266, 0.4379)  0.30
H (0.9514, -1.8173, 0.3710)  0.52
H (0.5285, -0.0745, 2.6331)  0.22
H (-0.0327, -1.7995, 2.5360)  0.23

Forces on the atoms, in the same order (eV/Å):
C 0.1270 1.5507 -1.6589
C 1.0405 -1.9083 1.1929
C 0.5110 -3.1049 1.0164
C -2.0729 2.8895 0.7108
N 0.8841 2.1975 -0.6057
N 1.4952 1.3908 -3.6954
O 0.7315 1.5160 1.4058
O 0.2693 -0.3432 -1.2551
S -1.7154 -0.5015 0.1782
H -0.6333 -1.0895 1.6011
H 0.0931 0.1670 -0.1365
H -0.6267 -0.3581 -0.6667
H 0.1901 0.6874 0.8949
H 0.3250 0.7711 -0.4187
H 0.5886 -2.7245 -1.1620
H -0.3316 -0.1505 1.0041
H -0.8753 -0.9895 1.5945

HOMO (spin up / spin down) = -7.76 / -7.81 eV
Energy relative to the best compared isomer or geometry (same formula, charge and spin) = 5.120 eV
LUMO level (spin up / spin down) = -0.12 / -0.24 eV
Spin multiplicity = 1
Calculated total energy = -815.2188 Eh
HOMO-LUMO gap (spin up / spin down) = 7.63 / 7.57 eV
Molecular weight = 148.2 Da